# 1
This record from the OMol25 dataset describes a structure of composition C31H33AsIN2O8S2W at a distorted geometry. The level of theory is wB97M-V/def2-TZVPD.

```
79
Properties=species:S:1:pos:R:3
W 1.255 -0.085 0.388
O 3.548 0.635 6.245
C 3.127 0.490 4.964
C 3.406 1.409 3.964
C 2.892 1.197 2.691
N 2.139 0.102 2.389
C 1.966 -0.835 3.342
C 2.412 -0.680 4.633
C 1.425 -2.135 2.745
O 1.065 -3.060 3.443
O 1.494 -2.100 1.459
C 3.156 2.034 1.482
O 3.859 3.030 1.498
O 2.584 1.522 0.422
H 4.084 1.432 6.330
H 4.022 2.281 4.128
H 2.249 -1.453 5.366
C -2.036 -0.805 -2.269
C -2.602 0.239 -1.356
C -3.929 0.656 -1.582
C -4.476 1.610 -0.778
C -3.705 2.169 0.258
C -4.227 3.182 1.077
C -3.435 3.757 2.037
C -2.118 3.345 2.179
C -1.553 2.347 1.397
S 0.135 2.041 1.636
C -2.361 1.711 0.404
N -1.852 0.742 -0.395
H -2.377 -0.638 -3.289
H -2.376 -1.793 -1.956
H -0.951 -0.781 -2.232
H -4.499 0.219 -2.389
H -5.488 1.965 -0.922
H -5.244 3.507 0.918
H -3.824 4.545 2.668
H -1.480 3.813 2.911
C 2.159 -3.280 -1.331
As 2.390 -1.304 -1.627
C 1.417 -1.646 -3.870
C 4.179 -1.454 -2.716
S 3.665 -0.928 0.189
H 3.106 -3.813 -1.437
H 1.420 -3.691 -2.019
H 1.793 -3.403 -0.310
H 1.919 -2.552 -4.199
H 1.684 -0.798 -4.486
H 0.348 -1.786 -3.813
H 4.087 -1.963 -3.676
H 4.893 -1.951 -2.059
H 4.538 -0.436 -2.877
C 2.303 1.962 -2.599
C 0.885 1.975 -1.994
C -0.148 1.903 -3.134
C 0.703 3.295 -1.223
O 0.724 0.862 -1.137
H 2.484 2.893 -3.132
H 2.409 1.126 -3.295
H 3.037 1.872 -1.793
H -0.033 2.760 -3.796
H -1.154 1.909 -2.721
H 0.005 0.987 -3.703
H 0.825 4.145 -1.892
H 1.442 3.366 -0.426
H -0.289 3.345 -0.781
I -5.920 -4.966 1.149
C -4.153 -3.810 1.001
C -3.977 -2.740 1.872
C -2.835 -1.986 1.794
C -1.871 -2.259 0.801
C -2.059 -3.372 -0.047
C -3.187 -4.144 0.057
C -0.735 -1.418 0.631
O -0.356 -0.538 1.492
O 0.037 -1.510 -0.411
H -4.738 -2.511 2.604
H -2.671 -1.154 2.460
H -1.285 -3.601 -0.762
H -3.324 -5.000 -0.588
```

The expectation value of S² is 2.03. Its HOMO energy (spin up / spin down) is -3.305 / -4.316 eV. Its net charge is -1. Its spin multiplicity is 3.



# 2
This record from the OMol25 dataset describes a structure of composition C31H33BClIrN7O3S4. The level of theory is wB97M-V/def2-TZVPD.

```
81
Properties=species:S:1:pos:R:3
Ir 0.085 0.997 1.165
C 2.258 1.367 -4.313
S 2.377 2.894 -3.356
C 1.745 2.350 -1.781
S 2.704 1.215 -0.951
N 0.744 3.029 -1.347
N 0.318 2.756 -0.057
C -0.193 3.794 0.496
C -0.531 3.719 1.903
C -1.061 4.789 2.602
C -1.298 4.648 3.958
C -0.970 3.449 4.566
C -0.452 2.417 3.803
N -0.253 2.538 2.488
H 2.589 1.627 -5.318
H 1.228 1.034 -4.329
H 2.906 0.594 -3.907
H -0.279 4.721 -0.058
H -1.285 5.707 2.076
H -1.729 5.460 4.529
H -1.115 3.296 5.626
H -0.177 1.472 4.248
C -1.523 -2.951 1.447
N -0.089 -2.996 1.669
C 0.779 -3.962 1.226
C 2.016 -3.580 1.625
N 1.904 -2.389 2.304
B 3.070 -1.638 3.039
N 3.985 -0.842 2.036
C 5.185 -1.298 1.543
C 5.843 -0.258 0.983
N 5.032 0.843 1.129
C 5.373 2.204 0.755
C 3.891 0.467 1.752
S 2.568 1.525 2.083
C 0.614 -2.027 2.275
S -0.098 -0.591 2.927
H -1.824 -3.903 1.024
H -1.767 -2.141 0.763
H -2.033 -2.785 2.393
H 0.446 -4.818 0.667
H 2.962 -4.078 1.515
H 2.595 -0.852 3.799
H 3.769 -2.473 3.562
H 5.484 -2.324 1.664
H 6.798 -0.201 0.493
H 6.285 2.178 0.164
H 5.527 2.811 1.645
H 4.566 2.632 0.165
C -4.732 1.163 0.525
C -4.213 0.851 1.773
C -2.839 0.801 1.973
C -1.943 1.061 0.932
C -2.483 1.403 -0.311
C -3.858 1.444 -0.514
H -5.803 1.188 0.366
H -4.879 0.637 2.601
H -2.476 0.542 2.959
H -1.826 1.609 -1.144
H -4.242 1.691 -1.497
C -0.904 -1.746 -4.768
C -2.105 -2.112 -3.944
C -3.365 -1.936 -4.514
C -4.522 -2.313 -3.863
Cl -6.065 -2.059 -4.630
C -4.460 -2.907 -2.618
C -3.220 -3.072 -2.032
C -2.046 -2.657 -2.656
O -0.906 -2.940 -1.936
C 0.251 -2.100 -1.939
C -0.011 -0.696 -1.373
O -0.314 0.217 -2.127
O 0.103 -0.647 -0.088
H -1.225 -1.406 -5.752
H -0.243 -2.604 -4.911
H -0.347 -0.944 -4.294
H -3.433 -1.502 -5.503
H -5.361 -3.230 -2.115
H -3.141 -3.546 -1.066
H 0.680 -2.006 -2.935
H 0.956 -2.613 -1.289
```

The expectation value of S² is 0.76. The relative energy (zero: lowest compared OMol25 entry of this formula, charge and spin) comes out at 20.3 kJ/mol. Its HOMO energy (spin up / spin down) is -7.765 / -7.775 eV. Its net charge is 0. Its spin multiplicity is 2.